Entry from OMol25: one molecule with the formula C2H3IN4O at a distorted geometry (ωB97M-V with the def2-TZVPD basis set).

As for the lowest unoccupied orbital energy: -0.9 eV. The value obtained for the gap between HOMO and LUMO is 8.27 eV. The total charge is 0. As for the SMILES: O=c1[nH]ncn1NI. The calculation puts the energy relative to the best compared isomer or geometry (same formula, charge and spin) at 0.0000 eV.

Last column: Mulliken charge in e.
Atoms and positions in Å:
O (-1.555, 1.102, -0.660)  -0.623
C (-0.971, 0.238, -0.081)  0.324
N (-1.511, -0.778, 0.612)  0.031
N (-0.493, -1.547, 1.194)  -0.613
C (0.619, -1.019, 0.798)  -0.040
N (0.398, 0.072, 0.032)  0.168
N (1.332, 1.356, -0.680)  -0.537
I (2.228, 0.668, -2.359)  0.220
H (-2.291, -0.726, 1.256)  0.283
H (1.635, -1.306, 0.926)  0.432
H (0.609, 1.941, -1.039)  0.356